No. 1
Density functional theory data (ωB97M-V with the def2-TZVPD basis set) for a 2-piece molecular cluster, C5H8O3 overall.

Last column: natural (NBO) charge in e.
Element x y z (Å)
C1 -0.96 1.92 -0.12  -0.621
C2 -0.73 0.52 0.45  -0.324
C3 -0.49 -0.62 -0.15  0.352
C4 -0.27 -2.03 0.38  -0.661
O1 -0.34 -0.77 -1.59  -0.737
H1 -1.00 1.78 -1.15  0.198
H2 -0.03 2.55 0.20  0.207
H3 -1.73 2.40 0.40  0.225
H4 -0.89 0.34 1.49  0.203
H5 0.27 -2.46 -0.51  0.247
H6 -1.18 -2.48 0.62  0.218
H7 0.33 -1.96 1.34  0.221
H8 -0.90 -0.03 -1.99  0.469
O2 3.44 1.08 0.19  -0.502
C5 2.64 0.29 0.17  1.035
O3 1.82 -0.53 0.25  -0.530

Its structure (SMILES) is C/C=C(/C)O.O=C=O. The calculation puts the total energy at -421.00347 Ha. The calculation puts the energy above the lowest of the compared OMol25 structures with the same formula, charge and spin at 33.0 kcal/mol. The highest occupied orbital energy comes out at -8.5929 eV. As for the orbital gap: 9.174 eV.

No. 2
Density functional theory data (ωB97M-V with the def2-TZVPD basis set) for a 3-piece molecular cluster, C28H59BF3N4O6 overall.

Last column: Löwdin charge in e.
Element x y z (Å)
C1 0.71 -2.69 -1.97  -0.099
C2 1.99 -2.03 -2.50  -0.252
C3 2.02 -1.95 -4.02  -0.199
C4 1.20 -0.76 -4.56  -0.214
C5 2.03 0.46 -4.94  -0.204
C6 2.60 1.25 -3.76  -0.181
C7 1.68 2.31 -3.11  -0.184
C8 0.18 2.11 -3.27  -0.217
C9 -0.56 3.31 -2.65  -0.203
C10 -1.94 2.96 -2.13  -0.161
C11 -2.98 2.80 -3.28  -0.066
N1 -3.91 1.71 -2.95  0.045
C12 -4.79 1.88 -1.93  0.020
C13 -5.48 0.75 -1.80  0.031
N2 -5.00 -0.11 -2.74  0.177
B1 -5.52 -1.53 -2.85  -0.669
O1 -6.85 -1.74 -2.85  0.251
O2 -4.64 -2.55 -2.97  0.090
C14 -3.58 -2.46 -1.97  0.009
C15 -4.06 0.49 -3.46  -0.046
C16 -3.25 -0.08 -4.60  -0.539
F1 -3.08 0.89 -5.52  0.172
F2 -2.04 -0.42 -4.15  0.180
F3 -3.84 -1.09 -5.19  0.224
H1 0.88 -3.72 -1.68  0.071
H2 0.40 -2.17 -1.06  0.056
H3 -0.12 -2.61 -2.66  0.054
H4 2.83 -2.63 -2.16  0.104
H5 2.08 -1.06 -2.03  0.084
H6 3.04 -1.92 -4.41  0.109
H7 1.54 -2.85 -4.39  0.106
H8 0.45 -0.52 -3.81  0.069
H9 0.68 -1.10 -5.45  0.107
H10 1.45 1.11 -5.59  0.103
H11 2.86 0.11 -5.53  0.109
H12 3.47 1.78 -4.15  0.106
H13 3.01 0.57 -3.02  0.092
H14 1.95 3.30 -3.46  0.114
H15 1.88 2.29 -2.04  0.110
H16 -0.12 2.00 -4.30  0.105
H17 -0.12 1.24 -2.68  0.102
H18 0.03 3.61 -1.78  0.114
H19 -0.55 4.16 -3.32  0.125
H20 -1.87 2.01 -1.61  0.112
H21 -2.30 3.71 -1.43  0.114
H22 -3.52 3.73 -3.37  0.137
H23 -2.42 2.62 -4.19  0.114
H24 -4.86 2.77 -1.35  0.153
H25 -6.24 0.54 -1.08  0.151
H26 -7.11 -2.34 -2.13  0.139
H27 -3.90 -1.88 -1.11  0.071
H28 -3.36 -3.47 -1.63  0.110
H29 -2.72 -1.98 -2.41  0.079
C17 -0.21 -0.80 5.23  -0.098
O3 -0.53 -1.93 4.45  -0.197
C18 -1.61 -2.71 4.95  -0.214
C19 -2.79 -2.61 4.01  -0.211
N3 -3.38 -1.27 4.05  -0.044
C20 -4.35 -1.02 2.99  -0.198
C21 -3.83 -1.02 1.56  -0.246
O4 -2.95 0.04 1.25  -0.194
C22 -1.58 -0.20 1.56  -0.081
H30 0.70 -0.37 4.81  0.066
H31 -1.00 -0.05 5.20  0.082
H32 -0.02 -1.08 6.27  0.093
H33 -1.88 -2.41 5.97  0.126
H34 -1.28 -3.75 4.98  0.124
H35 -3.55 -3.34 4.30  0.125
H36 -2.43 -2.88 3.01  0.104
H37 -2.64 -0.59 3.97  0.070
H38 -4.78 -0.03 3.19  0.121
H39 -5.17 -1.74 3.08  0.121
H40 -4.70 -0.87 0.90  0.100
H41 -3.40 -1.99 1.27  0.105
H42 -1.31 -1.26 1.46  0.090
H43 -1.33 0.15 2.56  0.076
H44 -0.97 0.38 0.85  0.081
C23 6.25 2.90 4.83  -0.113
O5 6.13 2.63 3.44  -0.198
C24 6.92 1.53 2.99  -0.216
C25 6.03 0.38 2.56  -0.216
N4 5.37 -0.23 3.70  -0.048
C26 4.33 -1.19 3.35  -0.196
C27 3.10 -0.66 2.62  -0.218
O6 2.28 0.20 3.39  -0.216
C28 2.66 1.57 3.38  -0.088
H45 5.72 3.82 5.03  0.088
H46 5.81 2.10 5.44  0.080
H47 7.30 3.03 5.12  0.089
H48 7.63 1.22 3.75  0.124
H49 7.48 1.88 2.12  0.122
H50 6.65 -0.37 2.06  0.124
H51 5.31 0.78 1.83  0.104
H52 4.96 0.50 4.27  0.070
H53 3.99 -1.65 4.28  0.121
H54 4.78 -1.99 2.75  0.120
H55 2.47 -1.53 2.39  0.120
H56 3.34 -0.20 1.66  0.108
H57 3.12 1.86 2.43  0.089
H58 3.34 1.80 4.20  0.076
H59 1.76 2.16 3.53  0.087

The calculation puts the total energy at -2096.96909 Ha. The highest occupied orbital energy comes out at -10.2066 eV. As for the orbital gap: 6.981 eV. Its net charge is +1.

No. 3
Density functional theory data (ωB97M-V with the def2-TZVPD basis set) for C17H18FeNO as an isolated structure.

Last column: Mulliken spin population.
Element x y z (Å)
C1 3.63 -0.73 2.75  0.006
C2 2.63 -1.02 3.76  0.051
C3 1.59 -1.83 3.15  0.033
C4 1.95 -2.04 1.76  0.031
C5 3.22 -1.38 1.52  0.061
Fe1 1.76 0.00 2.15  3.354
C6 1.97 1.70 0.97  0.106
C7 1.42 2.05 2.31  0.068
C8 0.21 1.37 2.50  -0.001
C9 -0.07 0.55 1.26  -0.139
C10 -1.21 -0.17 0.96  0.384
C11 -2.50 -0.08 1.62  -0.131
C12 -3.38 -1.16 1.55  0.072
C13 -4.66 -1.07 2.05  -0.043
C14 -5.10 0.12 2.60  0.095
C15 -4.26 1.21 2.66  -0.044
C16 -2.97 1.12 2.18  0.093
C17 1.11 0.80 0.35  -0.092
H1 4.55 -0.16 2.90  -0.002
H2 2.68 -0.71 4.81  0.005
H3 0.69 -2.19 3.65  0.005
H4 1.35 -2.57 1.02  -0.004
H5 3.77 -1.38 0.58  0.001
H6 2.90 2.09 0.55  0.001
H7 1.86 2.74 3.04  0.002
H8 -0.43 1.43 3.38  -0.006
H9 -1.18 -0.81 0.09  0.065
H10 -3.03 -2.07 1.08  0.003
H11 -5.32 -1.92 1.99  -0.003
H12 -6.11 0.20 2.96  0.012
H13 -4.62 2.14 3.06  -0.003
H14 -2.33 1.98 2.18  0.013
H15 1.24 0.37 -0.65  0.004
N1 -1.36 -0.62 -2.34  0.001
O1 -2.12 -1.56 -1.67  0.002
H16 -1.43 0.22 -1.79  -0.001
H17 -0.40 -0.95 -2.24  0.000
H18 -2.86 -1.80 -2.26  0.000

The calculation puts the total energy at -2052.12943 Ha. The highest occupied orbital energy (spin up / spin down) comes out at -1.1648 / -1.9328 eV. As for the orbital gap (spin up / spin down): 4.410 / 5.148 eV. Its net charge is -1. Its expectation value of S² is 6.0985. Its spin multiplicity is 5.